{
  "formula": "C4H10O3",
  "method": "wB97M-V/def2-TZVPD",
  "homo_ev": -8.57,
  "de_lowest_kj_mol": 192.22,
  "smiles": "C=CC(=C)O.O.O",
  "gap_ev": 8.90,
  "species": ["H", "C", "O", "H", "H", "O", "H", "C", "H", "H", "C", "O", "H", "H", "H", "H", "C"],
  "coordinates": [[-0.14412, -2.24541, -3.05611], [-0.60663, 1.08649, 1.62310], [-0.22525, -1.51287, -2.42902], [-1.07465, -0.49783, -1.08950], [0.16889, 1.02446, 2.37698], [3.07445, 0.37803, -0.94434], [0.87570, -1.33202, 1.71356], [0.11620, -1.17362, 0.96739], [-0.04423, -0.72930, -2.97438], [-2.17441, 1.98728, 0.59859], [-0.52934, -0.04785, 0.69726], [-1.41714, 0.00636, -0.33526], [-1.66014, 2.79845, 2.21652], [2.28316, 0.85585, -0.66039], [3.00546, -0.52491, -0.62654], [-0.12730, -2.10563, 0.45500], [-1.52065, 2.03252, 1.46716]],
  "mulliken_charge": [0.28, -0.34, -0.62, 0.38, 0.27, -0.64, 0.29, -1.00, 0.31, 0.26, 0.85, -0.53, 0.27, 0.32, 0.32, 0.24, -0.65]
}

***

{
  "formula": "C4H10O3S",
  "method": "wB97M-V/def2-TZVPD",
  "homo_ev": -9.44,
  "de_lowest_kj_mol": 95.97,
  "smiles": "O=C(O)CCCS.O",
  "gap_ev": 10.02,
  "species": ["H", "H", "O", "O", "H", "O", "H", "C", "C", "H", "H", "C", "H", "C", "H", "H", "H", "S"],
  "coordinates": [[1.61378, -1.10458, -0.63222], [0.69765, -2.19254, -4.47861], [-0.62177, 2.91726, 4.32150], [-0.61236, 1.31387, 1.70130], [-0.74923, 2.47648, 3.53027], [0.26653, -0.68708, 1.87990], [-0.93456, 3.87309, 4.10748], [0.41321, -0.93100, -2.46509], [-0.22645, 0.31903, 1.13655], [-0.72737, -0.82497, -2.56433], [0.06158, -1.98921, -0.77073], [0.53309, -1.07659, -0.92765], [0.37253, -0.55577, 2.79748], [-0.35658, 0.06499, -0.29155], [0.88646, 0.10679, -2.70957], [-0.17635, 1.04336, -0.86037], [-1.42503, -0.25325, -0.60563], [0.98487, -2.49986, -3.16873]],
  "mulliken_charge": [0.39, 0.14, -0.63, -0.59, 0.38, -0.43, 0.32, -0.42, 0.29, 0.29, 0.48, -0.80, 0.34, -0.37, 0.32, 0.28, 0.23, -0.23]
}

***

{
  "formula": "C4H10O4",
  "method": "wB97M-V/def2-TZVPD",
  "homo_ev": -10.17,
  "de_lowest_kj_mol": 52.26,
  "smiles": "CCCOC(O)(O)O",
  "gap_ev": 10.92,
  "species": ["H", "C", "C", "C", "O", "H", "H", "C", "H", "O", "H", "H", "H", "O", "H", "O", "H", "H"],
  "coordinates": [[-1.79886, -0.38848, -1.35563], [-0.03407, 0.85007, -1.21593], [-1.37159, 0.48255, -1.84878], [-0.15557, 1.10230, 0.28607], [1.93556, -0.37355, 1.16230], [-0.45148, -2.02643, 0.35830], [2.54514, -0.99577, 0.75178], [0.72429, -0.99353, 1.29395], [0.35978, 1.75669, -1.67868], [0.53221, -1.52422, 2.54599], [-2.07565, 1.30823, -1.75269], [0.75003, 1.59307, 0.65741], [-1.24838, 0.25726, -2.90616], [-0.39941, -0.07868, 1.04743], [-1.00757, 1.75252, 0.50146], [0.55526, -1.96881, 0.35603], [0.68869, 0.05072, -1.38702], [0.45160, -0.80396, 3.18416]],
  "mulliken_charge": [0.30, -0.26, -1.19, -0.52, -0.49, 0.37, 0.32, 0.75, 0.35, -0.52, 0.32, 0.33, 0.35, -0.48, 0.36, -0.55, 0.25, 0.31]
}

***

{
  "formula": "C4H10OS",
  "method": "wB97M-V/def2-TZVPD",
  "multiplicity": 2,
  "homo_ev": [0.07, -0.82],
  "de_lowest_kj_mol": 253.16,
  "gap_ev": [2.31, 3.20],
  "charge": -1,
  "s2": 0.7545,
  "species": ["H", "C", "O", "H", "S", "C", "C", "H", "H", "H", "H", "C", "H", "H", "H", "H"],
  "coordinates": [[0.16249, -2.87007, 1.07086], [-2.27233, -3.52345, -1.65208], [2.01904, 4.13645, 0.50809], [-2.91820, -3.42849, -0.77930], [-0.77517, -4.21328, -0.82691], [0.93231, 6.16710, 1.26709], [-0.63190, -2.72134, 0.34675], [-0.14885, 6.03125, 1.23894], [-1.58828, -2.65320, 0.84527], [2.54197, 4.95896, 2.31610], [-0.43866, -1.96460, -0.40451], [1.89395, 5.16569, 1.44278], [-2.64678, -4.33731, -2.26968], [2.79653, 3.55490, 0.49945], [-2.11923, -2.59471, -2.19006], [1.23870, 7.19603, 1.01989]],
  "mulliken_spin": [0.00, 0.00, 0.08, 0.00, 0.00, 0.11, 0.00, 0.03, 0.00, -0.03, 0.00, 0.77, 0.00, 0.00, 0.00, 0.04]
}

***

{
  "formula": "C4H10OS",
  "method": "wB97M-V/def2-TZVPD",
  "multiplicity": 2,
  "homo_ev": [0.88, -4.35],
  "de_lowest_kj_mol": 192.90,
  "gap_ev": [2.05, 7.15],
  "charge": -1,
  "s2": 0.7515,
  "species": ["H", "H", "S", "C", "H", "H", "C", "O", "H", "H", "H", "C", "H", "C", "H", "H"],
  "coordinates": [[-1.42548, 0.15332, -0.29438], [0.38630, 0.64139, -0.63962], [-1.37738, 3.01489, 1.52479], [-0.57829, 0.90324, -0.18097], [-0.48037, -1.79647, -0.69920], [-1.78096, 2.66606, -0.87221], [1.51640, -2.13283, -0.04556], [2.59829, -3.03419, 0.30157], [3.38871, -2.58221, 0.12638], [-2.78683, 3.26199, 1.09200], [-0.04108, -3.58630, -0.19545], [-0.94117, 2.38863, -0.20519], [-0.29603, 0.71742, 0.82449], [0.26612, -2.57327, -0.39599], [1.58062, -1.05410, 0.32216], [-0.02886, 3.01243, -0.66283]],
  "mulliken_spin": [0.10, 0.21, 0.32, 0.48, 0.00, -0.48, 0.21, -0.05, 0.00, -0.08, -0.03, 0.51, 0.16, -0.05, -0.07, -0.21]
}

***

{
  "formula": "C4H10OS",
  "method": "wB97M-V/def2-TZVPD",
  "homo_ev": -8.57,
  "de_lowest_kj_mol": 117.31,
  "smiles": "CO[C@H](C)SC",
  "gap_ev": 9.51,
  "species": ["H", "C", "C", "C", "H", "C", "O", "H", "S", "H", "H", "H", "H", "H", "H", "H"],
  "coordinates": [[2.74716, -0.84976, -0.37630], [0.23816, 1.94503, 0.05693], [1.73107, -1.29213, -0.32863], [0.28747, 0.49946, -0.45935], [-0.48466, 2.00748, 0.95305], [-2.11708, -0.74554, 0.66806], [0.92662, -0.34198, 0.43137], [1.34857, -1.40572, -1.35427], [-1.43080, -0.14924, -0.94041], [1.54565, -2.28427, 0.12482], [-2.57703, -1.64513, 0.31861], [-0.04743, 2.58666, -0.77965], [-2.87997, -0.07911, 1.00508], [1.16461, 2.32150, 0.58868], [0.91562, 0.42799, -1.34066], [-1.36796, -0.99525, 1.43266]],
  "mulliken_charge": [0.27, -1.12, -0.74, 0.04, 0.26, -0.84, -0.39, 0.36, -0.10, 0.27, 0.33, 0.33, 0.27, 0.31, 0.46, 0.29]
}

***

{
  "formula": "C4H10OS",
  "method": "wB97M-V/def2-TZVPD",
  "homo_ev": -9.17,
  "de_lowest_kj_mol": 85.99,
  "smiles": "CCOCCS",
  "gap_ev": 10.08,
  "species": ["H", "S", "H", "H", "C", "H", "H", "H", "H", "O", "C", "H", "C", "H", "H", "C"],
  "coordinates": [[-3.62086, -0.36622, -0.49936], [3.62337, -0.28951, -0.08726], [4.44540, 0.85517, -0.00236], [0.95414, -1.06449, 1.05976], [-2.80159, 0.19390, -0.12407], [0.95834, -0.96431, -0.77482], [-1.38717, -1.12594, -0.92297], [1.88724, 1.34282, -0.80550], [-2.63304, 0.95268, -0.91140], [-0.39435, 0.24831, 0.17207], [-1.48039, -0.61055, 0.03278], [-3.05371, 0.69557, 0.83052], [1.99509, 0.65331, 0.07023], [2.10112, 1.15601, 0.99490], [-1.45331, -1.30861, 0.81232], [0.85973, -0.36812, 0.15517]],
  "mulliken_charge": [0.40, -0.24, 0.14, 0.30, -1.16, 0.31, 0.28, 0.31, 0.28, -0.29, -0.30, 0.28, -0.50, 0.36, 0.38, -0.55]
}

***

{
  "formula": "C4H10OS",
  "method": "wB97M-V/def2-TZVPD",
  "homo_ev": -9.09,
  "de_lowest_kj_mol": 72.98,
  "smiles": "COCCCS",
  "gap_ev": 10.08,
  "species": ["H", "C", "H", "H", "C", "H", "C", "S", "H", "H", "O", "H", "H", "H", "C", "H"],
  "coordinates": [[-1.63440, 0.26873, 1.38284], [2.40906, -0.81238, 0.19671], [-0.73550, 0.30632, -1.56910], [0.70348, 0.53514, 1.15866], [0.67841, 0.68602, 0.07898], [3.20613, -1.28703, -0.37551], [-1.75723, 0.49953, 0.32884], [-3.32073, -0.42071, -0.03997], [1.72226, -1.66150, 0.35055], [0.57993, 1.76919, -0.08554], [1.86510, 0.21909, -0.54581], [-1.95354, 1.59358, 0.23192], [-0.53945, -1.05021, -0.47394], [-3.38836, -0.16480, -1.35370], [-0.57570, 0.05773, -0.51002], [2.74054, -0.53870, 1.22509]],
  "mulliken_charge": [0.35, -0.72, 0.30, 0.38, -0.65, 0.29, -0.74, -0.23, 0.28, 0.33, -0.35, 0.34, 0.29, 0.11, -0.26, 0.28]
}

***

{
  "formula": "C4H10OS",
  "method": "wB97M-V/def2-TZVPD",
  "homo_ev": -9.11,
  "de_lowest_kj_mol": 28.22,
  "smiles": "OCCCCS",
  "gap_ev": 9.98,
  "species": ["H", "S", "C", "C", "H", "H", "C", "H", "H", "H", "H", "O", "H", "H", "C", "H"],
  "coordinates": [[-1.37673, -1.18662, -1.33092], [-2.50921, 0.64108, -2.33273], [-1.04942, -0.17430, -1.58003], [-0.46455, 0.50498, -0.35077], [1.65320, 1.20530, 1.16718], [2.14351, -1.39863, 2.09225], [0.56641, -0.40953, 0.31510], [-1.28122, 0.70405, 0.34606], [-3.11275, 0.88931, -1.18479], [-0.33841, -0.32455, -2.39279], [0.52534, 0.42945, 2.28387], [2.38350, -0.47247, 2.00460], [1.33483, -0.64568, -0.43506], [0.04168, 1.42171, -0.62362], [1.27723, 0.23843, 1.50470], [0.20657, -1.42253, 0.51694]],
  "mulliken_charge": [0.35, -0.21, -0.76, -0.46, 0.30, 0.31, -0.66, 0.41, 0.10, 0.37, 0.27, -0.51, 0.30, 0.25, -0.51, 0.44]
}

***

{
  "formula": "C4H10OS",
  "method": "wB97M-V/def2-TZVPD",
  "homo_ev": -8.94,
  "de_lowest_kj_mol": 111.46,
  "smiles": "OCCCCS",
  "gap_ev": 9.78,
  "species": ["H", "H", "H", "C", "H", "H", "H", "H", "H", "O", "C", "H", "C", "C", "H", "S"],
  "coordinates": [[0.27526, 0.54014, -1.27209], [-0.49756, 2.00966, 2.01218], [0.62346, -2.42766, -0.47692], [0.15487, -1.57372, -1.14391], [0.11488, -0.26437, 1.64003], [-0.54664, 2.30674, 0.31007], [-1.45385, -0.08651, 0.41997], [0.77644, -1.64379, -2.05215], [-1.83520, -3.16289, -1.47778], [1.24353, 1.80676, 1.05032], [-0.14049, 1.66284, 1.07535], [1.49024, 2.67104, 1.50019], [0.35470, -0.16858, -0.49148], [-0.39591, 0.21300, 0.79111], [1.44845, -0.06567, -0.32072], [-1.61218, -1.81699, -1.56418]],
  "mulliken_charge": [0.46, 0.39, 0.32, -0.52, 0.22, 0.31, 0.26, 0.36, 0.13, -0.51, -0.58, 0.30, -1.08, -0.12, 0.37, -0.31]
}